No. 1
C12H26NO3P2Sn as an isolated structure. Source: the OMol25 dataset; level of theory: ωB97M-V/def2-TZVPD.

E_tot = -1649.143357 Eh
Charge = +3
Strongest force on any atom = 4.61 eV/Å

Positions of all 45 atoms, in Å:
Sn -0.03 -0.41 0.21
P -2.37 0.22 -0.57
C -2.11 0.51 -2.32
C -0.85 1.18 -2.63
N 0.23 1.00 -1.81
C 1.44 1.42 -2.22
C 1.62 2.15 -3.40
C 0.52 2.41 -4.21
C -0.72 1.91 -3.83
C 2.66 1.06 -1.38
P 2.43 -0.46 -0.40
H -1.61 2.06 -4.43
H 2.63 2.45 -3.66
H 0.65 2.96 -5.14
H 3.52 0.90 -2.05
H 2.90 1.89 -0.70
H -2.05 -0.85 -3.10
H -2.99 0.86 -2.88
H -0.92 -2.60 -2.54
O -1.94 -1.86 -3.36
H -2.26 -1.99 -4.27
H -0.33 -2.16 -0.14
O -0.40 -3.02 -1.74
H 0.11 -3.82 -1.93
C 2.88 -1.81 -1.51
H 3.90 -1.66 -1.88
H 2.83 -2.76 -0.96
H 2.19 -1.86 -2.36
C 3.63 -0.38 0.94
H 3.60 -1.32 1.51
H 4.64 -0.24 0.54
H 3.38 0.45 1.62
C -2.97 1.64 0.37
H -4.00 1.87 0.08
H -2.93 1.39 1.44
H -2.33 2.52 0.20
C -3.58 -1.10 -0.42
H -3.81 -1.26 0.64
H -4.50 -0.80 -0.94
H -3.20 -2.03 -0.86
C 0.02 0.26 3.16
O 0.09 0.77 1.83
H 0.92 -0.33 3.44
H -0.87 -0.36 3.34
H -0.02 1.16 3.80

No. 2
A 4-piece molecular cluster, C24H28F24IN4O5P overall. Source: the OMol25 dataset; level of theory: ωB97M-V/def2-TZVPD.

E_tot = -4562.227463 Eh
Strongest force on any atom = 7.58 eV/Å

Positions of all 87 atoms, in Å:
C 0.79 -5.45 0.95
C -0.76 -5.27 0.72
N -1.26 -3.87 0.77
N -0.40 -3.01 1.43
C -0.28 -2.92 2.83
C -1.04 -3.68 3.97
I 0.04 -5.37 4.77
C -2.53 -4.08 3.57
C -3.33 -2.88 2.87
C 0.74 -1.87 3.02
N 1.14 -1.41 1.76
C 2.13 -0.37 1.37
O 1.80 0.80 1.09
O 3.38 -0.70 1.30
C 0.44 -2.11 0.78
P 0.59 -1.83 -1.09
N 1.90 -2.49 -1.69
H 1.08 -5.38 2.03
H 1.10 -6.48 0.61
H 1.43 -4.69 0.40
H -1.00 -5.78 -0.27
H -1.29 -5.89 1.51
H -1.46 -3.57 -0.18
H -1.17 -2.91 4.79
H -2.58 -5.00 2.92
H -3.05 -4.33 4.53
H -3.53 -3.21 1.81
H -4.32 -2.69 3.38
H -2.77 -1.89 2.91
H 1.11 -1.47 4.00
H 0.59 -0.40 -1.23
H -0.60 -2.39 -1.67
H 2.48 -1.76 -2.11
C -7.14 0.67 6.42
C -6.39 0.96 7.73
C -4.88 1.17 7.60
F -4.25 0.07 7.13
F -4.34 1.42 8.82
F -6.67 -0.01 8.63
F -6.92 2.11 8.24
O -7.44 -0.70 6.14
C -6.46 -1.46 5.50
C -5.97 -2.63 6.35
F -5.43 -2.20 7.51
F -5.00 -3.33 5.71
F -5.46 -0.66 5.08
F -7.04 -1.95 4.38
H -8.13 1.13 6.54
H -6.70 1.17 5.56
H -4.65 2.02 6.95
H -6.79 -3.31 6.60
C 1.21 2.77 -5.50
C -0.13 3.52 -5.33
C -0.66 3.63 -3.90
F -0.92 2.43 -3.35
F -1.83 4.31 -3.89
F -1.06 2.96 -6.14
F 0.06 4.78 -5.80
O 1.12 1.40 -5.90
C 0.95 0.44 -4.90
C -0.37 -0.33 -5.05
F -1.43 0.50 -4.98
F -0.51 -1.23 -4.04
F 1.08 1.00 -3.69
F 1.98 -0.43 -5.03
H 1.72 3.26 -6.33
H 1.87 2.90 -4.64
H 0.04 4.17 -3.26
H -0.41 -0.86 -6.00
C 7.53 3.91 -3.67
C 6.16 4.37 -3.13
C 4.96 3.50 -3.47
F 4.75 3.43 -4.81
F 3.83 4.01 -2.93
F 5.95 5.66 -3.50
F 6.27 4.40 -1.77
O 7.99 4.54 -4.87
C 7.56 4.01 -6.09
C 6.73 5.02 -6.90
F 5.63 5.40 -6.22
F 6.31 4.47 -8.06
F 6.91 2.85 -5.89
F 8.68 3.70 -6.78
H 8.26 4.19 -2.92
H 7.60 2.82 -3.73
H 5.09 2.48 -3.09
H 7.32 5.91 -7.12